--- 1 ---
{"formula": "C5H8N5", "method": "the ωB97M-V functional and the def2-TZVPD basis", "species": ["N", "N", "N", "N", "N", "C", "C", "C", "C", "C", "H", "H", "H", "H", "H", "H", "H", "H"], "coordinates": [[1.933, 1.674, -0.086], [1.034, -0.314, -0.589], [2.056, 0.450, -0.280], [0.771, -2.663, -0.121], [0.701, 3.599, 0.022], [0.724, 2.303, -0.194], [1.358, -1.742, -0.692], [-0.411, 1.529, -0.566], [-0.212, 0.191, -0.758], [-0.328, -2.612, 0.765], [-0.013, -3.126, 1.675], [2.243, -1.911, -1.286], [-1.128, -3.214, 0.333], [-0.990, -0.486, -1.080], [-0.704, -1.615, 1.020], [1.563, 4.074, 0.258], [-0.155, 4.129, -0.005], [-1.379, 1.979, -0.718]], "nbo_charge": [-0.209, -0.199, 0.115, -0.306, -0.690, 0.423, 0.243, -0.286, 0.096, -0.462, 0.251, 0.218, 0.244, 0.262, 0.167, 0.441, 0.429, 0.262], "smiles": "C/N=C\\n1ccc(=[NH2+])nn1", "total_charge": 1, "e_homo_ev": -14.074, "multiplicity": 1, "lumo_ev": -4.78, "homo_lumo_gap_ev": 9.29}

---

--- 2 ---
{"formula": "C5H8N5", "method": "the ωB97M-V functional and the def2-TZVPD basis", "species": ["N", "N", "N", "N", "N", "C", "C", "C", "C", "C", "H", "H", "H", "H", "H", "H", "H", "H"], "coordinates": [[-2.329, 0.668, 0.124], [-2.707, -0.518, 0.220], [1.237, 0.594, -0.150], [0.836, -0.797, -0.155], [0.582, 2.806, -0.189], [-1.723, -1.414, 0.078], [-0.441, -1.015, 0.000], [0.222, 1.521, -0.124], [1.611, -2.047, -0.055], [-1.063, 1.068, -0.199], [2.209, 0.787, 0.158], [1.982, -2.158, 0.995], [-3.120, 1.304, 0.288], [-0.047, 3.597, -0.231], [2.375, -2.235, -0.747], [-2.042, -2.512, 0.157], [0.777, -2.774, -0.080], [1.641, 3.125, -0.089]], "nbo_charge": [-0.257, -0.094, -0.362, -0.218, -0.780, -0.227, 0.304, 0.335, -0.394, 0.010, 0.433, 0.223, 0.437, 0.434, 0.240, 0.257, 0.239, 0.420], "total_charge": 1, "e_homo_ev": -12.321, "multiplicity": 1, "lumo_ev": -4.24, "homo_lumo_gap_ev": 8.08}

---

1 comes first in stability; the runner-up is 454.8 kJ/mol higher.

---

--- 1 ---
{"formula": "C33H31LaN9S3", "method": "the ωB97M-V functional and the def2-TZVPD basis", "species": ["La", "S", "S", "S", "N", "N", "N", "N", "N", "N", "N", "N", "N", "C", "C", "C", "C", "C", "C", "C", "C", "C", "C", "C", "C", "C", "C", "C", "C", "C", "C", "C", "C", "C", "C", "C", "C", "C", "C", "C", "C", "C", "C", "C", "C", "C", "H", "H", "H", "H", "H", "H", "H", "H", "H", "H", "H", "H", "H", "H", "H", "H", "H", "H", "H", "H", "H", "H", "H", "H", "H", "H", "H", "H", "H", "H", "H"], "coordinates": [[0.291, 0.019, -0.413], [-0.581, 2.345, -1.838], [2.135, -2.671, -0.555], [-0.118, -1.905, 2.014], [2.682, 1.223, -2.080], [-2.384, 0.153, -0.568], [2.002, 1.362, 0.678], [-0.918, -1.743, -1.868], [-1.600, -5.239, 2.007], [-2.655, 0.580, -1.904], [1.313, -6.199, -0.479], [-0.530, 2.160, 1.658], [-2.825, 2.373, -3.199], [3.030, 4.312, 2.671], [-2.717, -1.141, -0.375], [1.159, -5.081, -0.139], [0.632, 4.045, 2.819], [3.586, 0.734, -1.099], [-2.188, -2.033, -1.438], [-1.599, 3.066, 1.163], [-2.922, -3.075, -2.006], [0.081, -3.349, 1.203], [-1.159, -3.438, -3.546], [-3.711, -3.002, 0.975], [4.069, 0.163, 1.254], [1.775, 4.760, 3.171], [-0.421, -2.531, -2.805], [4.860, 0.241, -1.470], [3.101, 3.217, 1.810], [0.691, 2.897, 2.017], [-3.498, -1.625, 0.751], [1.084, -3.681, 0.228], [1.948, 2.444, 1.464], [-0.856, -4.410, 1.585], [3.220, 0.755, 0.287], [2.802, 2.684, -2.280], [-5.095, -1.087, 2.527], [-2.417, -3.817, -3.043], [-5.384, -2.469, 2.661], [5.736, -0.246, -0.497], [-4.207, -0.682, 1.551], [-2.087, 1.700, -2.329], [-4.582, -3.399, 2.001], [5.301, -0.336, 0.877], [2.639, 0.483, -3.378], [-1.011, 1.378, 2.810], [-1.853, 0.801, 2.496], [3.992, 4.813, 2.939], [4.063, 2.997, 1.339], [-4.741, -4.481, 2.239], [-2.080, 3.557, 1.992], [3.675, 0.037, 2.239], [5.140, 0.303, -2.528], [3.472, 0.721, -4.050], [2.806, 3.157, -1.300], [0.668, -2.481, -2.982], [-3.900, -3.281, -1.558], [6.026, -0.737, 1.609], [6.737, -0.637, -0.807], [-0.197, 0.707, 3.172], [-6.172, -2.759, 3.307], [-3.750, 2.004, -3.407], [3.773, 2.882, -2.807], [1.656, 5.651, 3.799], [-2.962, -4.666, -3.430], [1.924, 3.016, -2.822], [-3.113, -3.743, 0.426], [-2.282, 2.472, 0.593], [-0.344, 4.290, 3.193], [-4.067, 0.357, 1.280], [2.597, -0.567, -3.122], [1.689, 0.762, -3.852], [-0.792, -3.848, -4.504], [-2.430, 3.198, -3.614], [-5.608, -0.344, 3.167], [-1.370, 2.050, 3.652], [-1.232, 3.834, 0.470]], "mulliken_charge": [0.875, -0.650, -0.369, -0.411, 0.901, 0.122, 0.650, 0.619, -0.649, -0.810, -0.631, 1.575, -0.412, -0.727, -0.359, -0.208, -0.401, 0.269, 0.779, -1.361, -0.811, 0.430, -0.907, -0.508, -0.329, -0.792, -0.229, -0.197, -0.332, -0.647, 1.248, 0.821, 0.063, -0.244, -0.628, -1.119, -0.569, -0.583, -0.635, -0.717, -0.566, 0.504, -1.048, -0.631, -1.218, -1.180, 0.329, 0.306, 0.351, 0.365, 0.464, 0.548, 0.310, 0.311, 0.189, 0.208, 0.645, 0.356, 0.290, 0.242, 0.436, 0.241, 0.286, 0.351, 0.455, 0.423, 0.690, 0.161, 0.338, 0.386, 0.464, 0.282, 0.373, 0.223, 0.357, 0.325, 0.317], "total_charge": -1, "e_homo_ev": -3.780, "multiplicity": 1, "lumo_ev": 1.21, "homo_lumo_gap_ev": 4.99}

---

--- 2 ---
{"formula": "C33H31LaN9S3", "method": "the ωB97M-V functional and the def2-TZVPD basis", "species": ["La", "S", "S", "S", "N", "N", "N", "N", "N", "N", "N", "N", "N", "C", "C", "C", "C", "C", "C", "C", "C", "C", "C", "C", "C", "C", "C", "C", "C", "C", "C", "C", "C", "C", "C", "C", "C", "C", "C", "C", "C", "C", "C", "C", "C", "C", "H", "H", "H", "H", "H", "H", "H", "H", "H", "H", "H", "H", "H", "H", "H", "H", "H", "H", "H", "H", "H", "H", "H", "H", "H", "H", "H", "H", "H", "H", "H"], "coordinates": [[0.079, 0.912, 0.223], [0.079, -0.831, -2.362], [-0.524, 3.215, 1.659], [0.101, 2.781, -2.235], [-2.169, 1.297, -0.470], [0.987, 3.222, -5.528], [-3.024, 2.762, 2.398], [2.051, -0.319, 1.347], [-1.516, -1.348, 0.299], [-0.069, -0.383, -6.137], [3.190, 1.864, 0.015], [0.200, 0.029, 3.464], [-2.255, 1.172, 0.996], [-4.612, 0.633, -4.872], [-2.680, -1.057, -0.364], [0.895, -2.165, 4.368], [1.772, -3.245, 4.358], [-2.031, 2.325, 1.634], [0.700, 2.474, -4.665], [-1.158, -0.144, 3.972], [-3.336, 0.375, -2.423], [-3.629, -0.781, -3.197], [-2.500, -3.511, 0.824], [0.260, 0.314, -3.606], [1.040, -1.130, 3.432], [3.357, 0.565, -0.511], [3.070, -2.164, 2.618], [4.158, -0.887, -2.307], [3.344, 3.014, -0.925], [0.377, 1.720, -3.474], [2.866, -1.792, -0.434], [-2.653, 0.218, -1.099], [2.794, -0.528, 0.211], [-3.758, -1.940, -0.535], [3.702, 2.208, 1.336], [0.134, -0.096, -5.001], [-3.700, -3.188, 0.099], [3.584, -2.011, -1.651], [4.046, 0.360, -1.758], [2.061, -1.192, 2.418], [0.828, 1.227, 4.034], [-4.286, 1.785, -4.199], [-1.454, -2.574, 0.849], [-3.706, 1.651, -2.931], [-4.316, -0.654, -4.402], [2.941, -3.173, 3.581], [-1.261, -0.230, 5.073], [4.715, -1.043, -3.212], [4.592, 1.245, -2.211], [3.734, -3.886, 3.705], [-2.997, 3.662, 2.867], [1.661, -4.083, 5.009], [3.592, -2.990, -2.114], [-5.101, 0.721, -5.844], [-4.551, 2.738, -4.630], [3.960, -2.088, 1.997], [2.402, -2.691, -0.059], [3.168, 3.116, 1.707], [-4.602, -1.538, -4.966], [-4.590, -1.638, -1.115], [-3.495, 2.516, -2.317], [3.687, 1.325, 2.019], [1.786, 1.448, 3.570], [-3.226, -1.733, -2.830], [-1.608, -1.015, 3.488], [-1.688, 0.750, 3.718], [2.795, 3.876, -0.437], [-4.542, -3.833, 0.026], [1.029, 1.023, 5.105], [0.092, 2.053, 3.981], [-2.419, -4.442, 1.324], [0.080, -2.122, 5.053], [-3.886, 2.207, 2.496], [4.778, 2.418, 1.245], [-0.494, -2.880, 1.272], [2.795, 2.798, -1.841], [4.354, 3.309, -1.129]], "mulliken_charge": [0.262, -0.252, -0.603, -0.419, -0.374, -0.660, -0.229, 0.811, 0.891, -0.681, 0.886, 1.280, -0.475, -0.209, 0.976, -0.250, -0.965, 0.341, -0.470, -1.163, 0.063, -0.181, -1.071, 0.804, -0.385, 0.386, -0.811, -0.572, -1.266, 0.865, 0.141, 0.480, -0.326, -1.117, -0.939, -0.222, -0.780, -1.027, -0.352, -0.442, -0.930, -0.939, -0.460, -0.018, -1.104, -0.655, 0.325, 0.412, 0.219, 0.410, 0.241, 0.434, 0.356, 0.344, 0.433, 0.424, 0.385, 0.299, 0.361, 0.824, 0.353, 0.139, -0.002, 0.594, 0.334, 0.279, 0.233, 0.489, 0.288, 0.387, 0.502, 0.432, 0.279, 0.310, 0.349, 0.394, 0.339], "total_charge": -1, "e_homo_ev": -3.406, "multiplicity": 1, "lumo_ev": 1.29, "homo_lumo_gap_ev": 4.69}

---

1 comes first in stability; the runner-up is 74.9 kJ/mol higher.